No. 1
{
  "formula": "C2H9N3O",
  "method": "ωB97M-V/def2-TZVPD",
  "elements": ["N", "H", "H", "H", "H", "H", "C", "H", "N", "O", "H", "H", "N", "H", "C"],
  "xyz": [[1.253, -0.300, -1.045], [1.452, 0.334, 1.538], [1.284, 0.261, -1.886], [-1.370, 2.189, 0.410], [-1.236, 0.119, -1.347], [0.723, 1.798, 0.951], [0.257, 0.089, -0.114], [-1.452, -1.227, 0.945], [-0.744, 0.858, -0.810], [-1.736, 1.352, 0.094], [0.162, -1.945, 1.015], [-0.752, -2.039, -0.508], [0.714, 0.789, 1.021], [1.992, -0.853, -0.633], [-0.547, -1.424, 0.369]],
  "forces_ev_per_angstrom": [[-0.715, -0.195, -0.416], [-0.033, 0.471, -0.162], [0.827, -0.219, 0.317], [-0.165, -0.176, -0.225], [0.064, 1.107, 0.259], [0.550, -0.308, -0.007], [-1.770, -3.455, 1.258], [0.082, 0.213, -0.107], [-0.293, -0.082, -0.946], [0.118, -0.288, -0.096], [-0.045, -0.166, -0.012], [0.096, 0.267, -0.074], [-0.513, 0.089, 0.941], [0.079, 0.459, -0.831], [1.717, 2.281, 0.103]],
  "energy_ha": -321.01471,
  "max_force_ev_per_a": 4.08,
  "relative_energy_ev": 3.185,
  "smiles": "CC(N)(N)NO",
  "total_charge": 0
}

No. 2
{
  "formula": "C36H72O36",
  "method": "ωB97M-V/def2-TZVPD",
  "elements": ["O", "O", "H", "H", "H", "C", "O", "C", "H", "C", "H", "H", "C", "O", "H", "H", "C", "H", "H", "H", "H", "H", "H", "H", "H", "H", "H", "H", "H", "O", "O", "O", "O", "H", "H", "H", "C", "H", "H", "H", "H", "O", "H", "O", "C", "O", "O", "C", "H", "H", "O", "C", "O", "H", "H", "H", "O", "O", "H", "O", "H", "C", "H", "H", "H", "H", "C", "C", "C", "H", "H", "O", "H", "C", "C", "C", "C", "H", "C", "C", "H", "C", "H", "C", "H", "H", "O", "O", "H", "O", "C", "C", "C", "H", "H", "H", "C", "O", "H", "C", "O", "C", "H", "H", "C", "H", "H", "H", "C", "H", "O", "O", "O", "O", "O", "H", "O", "H", "O", "H", "O", "C", "C", "O", "C", "O", "O", "C", "H", "H", "C", "H", "H", "H", "C", "C", "O", "O", "H", "H", "H", "H", "H", "H"],
  "xyz": [[5.229, 4.183, 1.093], [-0.243, 1.380, 0.435], [4.210, 4.590, -0.656], [-7.677, 0.291, -2.326], [-6.825, -2.420, 0.262], [3.141, 3.770, -4.854], [-5.232, -3.075, -0.952], [-5.908, -3.001, 0.369], [-9.112, 0.199, 2.184], [-7.441, 0.017, -1.298], [-4.321, 2.344, 3.855], [-5.589, 0.149, 7.179], [0.472, -3.956, 0.143], [1.727, -4.817, -2.167], [-3.594, -3.527, 3.057], [2.305, -3.093, 3.891], [5.948, 7.010, -7.136], [6.487, 7.909, -6.839], [-5.290, -2.516, 1.125], [-7.565, -0.344, 2.077], [6.523, 6.273, -7.696], [6.977, -3.742, 1.947], [-7.922, 0.791, 3.409], [-2.280, 0.517, 4.054], [4.221, -6.150, -1.879], [5.549, 1.716, 0.187], [-0.259, 1.399, -3.490], [5.975, 4.349, -0.746], [2.367, -0.426, -2.455], [-4.782, 0.490, -2.241], [3.059, -3.899, 2.231], [-4.325, -2.027, 4.266], [-2.238, 0.295, 0.520], [2.140, 4.015, -5.209], [-1.377, 1.936, 3.489], [-1.474, -2.812, -1.961], [1.118, 1.401, 0.091], [-2.762, 1.973, -1.567], [-4.270, -3.899, 4.535], [2.730, -2.117, -2.387], [2.874, 4.861, 4.050], [5.013, -3.641, 1.247], [-3.823, 2.051, 2.227], [4.965, -3.469, 3.568], [-4.637, 2.469, 2.819], [3.701, -1.044, -0.822], [4.639, 0.589, -2.080], [2.084, -3.920, 3.217], [0.582, -3.386, 1.066], [3.179, 3.215, -3.917], [-0.278, -0.863, 0.102], [-6.707, 2.476, 1.748], [-6.518, 0.975, -0.786], [-4.109, 1.014, 6.587], [6.819, 0.928, 1.060], [-6.190, -4.011, 0.667], [-0.219, 0.190, 3.740], [0.824, -0.847, -5.326], [6.651, -2.412, 0.957], [-0.259, 1.053, -5.667], [1.229, 1.280, -0.986], [3.777, 4.289, 4.264], [-6.954, -0.958, -1.297], [4.370, 4.954, 4.892], [1.513, 2.364, 0.413], [-8.403, -0.030, -0.788], [3.192, -0.052, 3.492], [-0.842, 1.050, -4.343], [6.387, -3.463, 1.075], [-2.579, -3.157, 4.516], [-2.562, -1.756, 0.988], [-5.885, 1.874, 2.517], [2.972, -7.167, -2.766], [-2.075, -3.488, -2.568], [3.466, -6.933, -1.823], [4.698, 5.188, -6.077], [-4.464, -1.480, 5.488], [5.341, 5.836, -0.109], [-3.328, 2.582, -0.862], [1.859, -5.458, -1.111], [-1.329, 0.110, -4.084], [-3.067, -0.791, 0.941], [-3.519, -0.559, 1.905], [-3.920, -3.488, -1.002], [3.414, 3.001, -5.577], [-4.694, 3.524, 2.549], [2.611, -6.491, -0.870], [1.365, 1.805, 4.140], [-1.812, -3.254, -3.599], [-5.097, -0.328, 5.320], [6.323, 0.955, 0.090], [0.425, -0.011, -6.026], [-1.331, 1.050, 4.121], [7.057, 1.081, -0.706], [1.633, 0.555, 0.547], [3.892, -7.907, -1.581], [5.160, 4.762, -0.151], [1.429, -4.984, 0.051], [1.052, -3.911, 2.866], [4.370, -3.592, 2.469], [-3.919, -1.768, 6.572], [4.629, -0.129, -1.057], [-3.870, -0.873, 0.209], [-5.700, 1.545, 6.068], [-5.115, 0.669, 6.346], [-3.470, 3.608, -1.201], [3.506, 0.832, 2.937], [2.146, -0.600, -8.333], [1.110, -0.872, -8.131], [3.731, 0.005, 4.437], [4.659, 4.537, -7.129], [4.515, 3.848, 3.161], [-6.508, 3.545, 1.163], [-3.507, -3.419, -2.273], [-4.605, 2.031, -0.468], [0.546, -3.263, -0.695], [1.757, -0.309, 3.483], [-1.613, -4.475, -2.560], [0.643, 0.124, -7.301], [3.431, 3.416, 4.817], [-3.254, -3.940, -0.059], [4.662, 4.824, 2.117], [2.680, -1.217, -1.774], [4.156, 4.767, -4.821], [0.975, 0.655, 3.806], [-7.882, 1.829, 1.766], [4.125, 5.957, 1.998], [-8.099, 0.563, 2.358], [1.135, -1.876, -7.708], [6.852, -3.958, 0.222], [-3.582, -3.180, 4.090], [5.107, 7.258, -7.783], [-1.285, 1.404, 5.151], [0.681, -0.705, -9.119], [-0.908, 0.191, 0.281], [-5.268, 1.136, -1.339], [5.337, 6.399, -5.969], [5.388, -0.085, 0.009], [-0.577, -4.252, 0.130], [1.830, -1.386, -1.113], [2.273, -4.784, 3.855], [3.777, -0.808, 2.968], [-1.769, 1.619, -4.425], [-2.675, 2.725, -0.001]],
  "forces_ev_per_angstrom": [[0.250, -0.913, 2.416], [-2.966, -0.602, -0.067], [-0.088, -0.124, 0.173], [0.058, -0.182, -0.135], [0.245, -0.013, -0.466], [0.705, -1.955, -1.087], [0.733, 0.166, 0.858], [0.688, -0.561, -0.789], [-0.359, 1.008, 0.022], [0.773, -0.362, -1.493], [-0.764, -0.158, 0.138], [0.247, 0.622, 0.495], [-0.757, 1.351, -0.835], [0.146, -2.158, 1.465], [0.285, 0.897, -0.289], [-0.609, 0.340, 0.034], [-1.408, -1.096, -0.474], [-0.041, -0.434, 0.249], [0.180, -0.190, -0.144], [1.189, 0.654, -0.505], [0.359, 0.149, 0.299], [-0.301, -0.403, 0.244], [-0.272, -0.954, 0.280], [0.401, -0.498, -0.404], [0.407, -0.405, -0.792], [1.317, 1.596, -0.363], [0.530, 0.037, -0.544], [-0.186, -0.232, 0.003], [0.927, 0.552, 0.327], [-0.701, 1.233, 0.847], [2.275, 0.701, -2.066], [-0.773, 2.382, 0.163], [1.657, 1.176, -0.063], [0.038, 0.999, 0.565], [0.189, -0.139, -0.170], [-0.403, -0.056, 0.343], [0.781, -0.526, -0.435], [-0.454, -0.041, -0.166], [0.973, -0.970, 0.574], [0.820, -0.114, 0.175], [0.040, -0.071, -0.694], [-2.196, -0.277, 0.548], [-0.261, -0.305, -0.329], [-2.429, 0.049, -3.416], [0.961, 0.929, -0.657], [0.759, 0.046, -0.263], [0.730, -1.472, 2.782], [0.919, 0.148, 2.740], [0.554, -0.226, -0.220], [-0.266, 0.626, 0.235], [-1.946, 2.117, -0.058], [-1.156, 3.041, -1.907], [0.977, 0.982, 0.330], [0.061, -0.310, 0.104], [-0.009, -0.507, -0.122], [0.223, 0.048, 0.110], [-3.648, 0.013, 0.354], [1.082, -3.271, 2.396], [-0.448, 0.284, -0.160], [-1.187, 1.260, 1.664], [0.065, 0.162, -0.080], [-0.758, 0.661, 1.407], [-0.172, -0.072, -0.132], [0.213, -0.198, 0.158], [-0.089, -0.180, 0.040], [0.504, 0.542, 0.678], [1.217, 0.308, -0.762], [-1.635, -0.342, -0.304], [1.835, 1.072, 1.289], [-0.204, 0.039, 0.073], [0.314, 0.217, -0.040], [2.234, -1.989, 2.187], [-0.056, 0.726, -0.270], [0.769, -0.245, -0.036], [1.485, -0.662, -2.098], [0.149, -1.009, -1.279], [2.787, 0.930, 2.528], [-0.182, 0.035, 0.104], [0.070, 0.459, 0.078], [-0.232, 4.128, -1.707], [0.860, -0.637, -0.132], [-0.048, -0.572, -0.417], [0.220, 0.214, 0.055], [0.551, -1.223, 1.342], [0.348, -0.054, -0.200], [0.045, 0.030, 0.233], [-1.730, -0.917, 2.225], [-1.571, -2.774, -0.841], [-1.235, 0.701, -0.196], [-0.801, 0.714, -1.682], [-0.947, 1.822, 0.971], [-0.223, 1.826, -1.186], [0.123, 0.510, 0.076], [-0.479, -0.253, -0.229], [0.140, 0.155, 0.201], [0.103, 0.285, 0.810], [0.622, 1.373, -1.896], [-0.518, -1.189, 1.159], [0.556, 0.052, -0.420], [1.864, -1.115, 1.645], [-1.480, -0.411, -3.040], [-1.316, 1.528, -2.922], [0.032, 0.056, -0.073], [-0.146, -0.466, -0.557], [-0.091, -1.030, 0.873], [-0.316, -0.183, -0.563], [-0.823, 0.438, 0.106], [0.438, -0.338, 0.111], [2.169, -0.116, -0.923], [-1.072, 0.073, 0.605], [-0.260, 1.558, 2.849], [0.753, 2.450, -2.920], [-0.933, -2.412, 1.237], [0.505, 0.354, -0.114], [-0.643, -1.309, -1.691], [0.364, 0.015, 0.077], [3.394, -1.829, -0.593], [-0.635, -0.400, 0.997], [-1.169, 1.343, -0.993], [0.356, -0.059, -0.092], [-1.592, 1.378, -1.729], [-3.240, 0.901, -0.185], [-2.453, -0.904, 0.023], [0.916, 2.138, -2.314], [2.197, 4.812, 1.586], [-0.700, 0.352, -2.278], [2.157, -3.914, 1.461], [-0.056, -0.111, 1.591], [-0.615, 0.073, -0.118], [-1.001, -0.456, -0.154], [-0.804, -2.351, 0.606], [0.157, 0.371, -0.175], [0.602, -0.185, 0.051], [-0.705, -0.661, 0.278], [1.887, -2.331, 1.171], [0.489, -0.449, 1.720], [-0.694, -1.343, 1.355], [0.909, -2.242, -0.097], [0.068, -0.871, -0.028], [-0.306, -0.064, -0.263], [-0.385, -0.370, -0.093], [-1.016, -0.741, -0.158], [0.436, 0.835, -0.151], [-0.428, -0.541, 0.357]],
  "energy_ha": -4123.37411,
  "max_force_ev_per_a": 5.52,
  "relative_energy_ev": 6.609,
  "smiles": "COC(=O)OC.COC(=O)OC.COC(=O)OC.COC(=O)OC.COC(=O)OC.COC(=O)OC.COC(=O)OC.COC(=O)OC.COC(=O)OC.COC(=O)OC.COC(=O)OC.COC(=O)OC",
  "total_charge": 0
}

Question: Which formula does entry 2 have?
Answer: C36H72O36